[1]
Below is C17H27N2O2P2S2Sc as an isolated structure at a distorted geometry, with properties calculated with the ωB97M-V functional and the def2-TZVPD basis.

Atoms and positions in Å:
1 Sc 0.129 -1.624 -0.457
2 C -1.260 -2.671 5.532
3 C 0.077 -2.661 4.817
4 O 0.109 -1.652 3.787
5 P -0.383 -1.806 2.314
6 S -0.072 -0.008 1.492
7 S 0.403 -3.411 1.341
8 O -1.967 -2.088 2.440
9 C -2.703 -2.765 1.430
10 C -3.012 -4.193 1.850
11 H -1.233 -3.382 6.353
12 H -2.046 -2.953 4.838
13 H -1.486 -1.683 5.927
14 H 0.305 -3.635 4.370
15 H 0.880 -2.373 5.499
16 H -2.106 -2.770 0.482
17 H -3.628 -2.196 1.292
18 H -2.091 -4.762 1.953
19 H -3.639 -4.675 1.105
20 H -3.541 -4.194 2.800
21 C 2.603 -0.275 -3.895
22 P 1.676 -0.369 -2.318
23 C 2.945 -0.281 -1.000
24 C 3.818 0.807 -1.002
25 C 4.596 1.084 0.107
26 C 4.492 0.305 1.247
27 C 3.631 -0.782 1.260
28 C 2.857 -1.075 0.149
29 C 1.229 -2.170 -2.418
30 C 1.985 -3.273 -2.007
31 C 1.433 -4.547 -2.068
32 C 0.133 -4.740 -2.516
33 C -0.614 -3.662 -2.963
34 C -0.072 -2.387 -2.904
35 H 3.145 0.664 -3.955
36 H 1.866 -0.316 -4.698
37 H 3.287 -1.120 -3.974
38 H 3.868 1.463 -1.859
39 H 5.265 1.928 0.088
40 H 5.072 0.540 2.125
41 H 3.542 -1.399 2.143
42 H 2.185 -1.957 0.175
43 H 3.023 -3.149 -1.716
44 H 2.019 -5.402 -1.766
45 H -0.283 -5.733 -2.555
46 H -1.594 -3.809 -3.394
47 H -0.606 -1.559 -3.360
48 N -2.791 -1.146 -1.931
49 N -1.794 -0.439 -1.162
50 H -3.553 -0.526 -2.219
51 H -3.189 -1.886 -1.353
52 H -2.199 0.038 -0.335
53 H -1.440 0.317 -1.767

Properties
net charge: +1
spin multiplicity: 2
expectation value of S²: 0.75
highest occupied orbital energy (spin up / spin down): -9.07 / -11.64 eV
HOMO-LUMO gap (spin up / spin down): 0.2353 / 0.3262 hartree
energy above the lowest of the compared OMol25 structures with the same formula, charge and spin: 1.112 eV

natural (NBO) atomic charge list, values in e, 4 entries: Sc 0.896; C -0.636; C -0.058; O -0.822

[2]
Below is a 2-piece molecular cluster, C3H9NO2S overall, with properties calculated with the ωB97M-V functional and the def2-TZVPD basis.

Atoms and positions in Å:
1 C -0.930 0.248 -0.125
2 O -1.502 -0.866 -0.722
3 C 0.494 0.005 0.390
4 C 1.133 1.276 0.958
5 S 0.631 1.790 2.658
6 N 0.547 -1.087 1.350
7 H -0.899 1.120 -0.815
8 H -1.546 0.556 0.740
9 H 1.102 -0.316 -0.467
10 H 0.805 2.070 0.276
11 H 2.223 1.219 0.916
12 H -0.114 -0.873 2.088
13 H 0.236 -1.932 0.873
14 H -1.061 -1.314 -1.957
15 H -0.506 -0.479 -3.189
16 O -0.613 -1.418 -2.973

Properties
net charge: -2
highest occupied orbital energy: 0.68 eV
HOMO-LUMO gap: 0.2035 hartree
energy above the lowest of the compared OMol25 structures with the same formula, charge and spin: 0.381 eV

natural (NBO) atomic charge list, values in e, 4 entries: C -0.049; O -0.951; C -0.092; C -0.507

[3]
Below is C38H30BiF12N3O2S2 as an isolated structure, with properties calculated with the ωB97M-V functional and the def2-TZVPD basis.

Atoms and positions in Å:
1 Bi -0.335 -0.306 0.014
2 C 3.413 -0.168 5.620
3 C 2.549 0.244 4.456
4 C 2.952 1.234 3.561
5 C 2.144 1.594 2.506
6 C 0.896 0.995 2.301
7 N 0.115 1.387 1.185
8 C -0.282 2.709 0.975
9 C -0.064 3.645 1.995
10 C -0.294 4.995 1.820
11 C -0.766 5.491 0.614
12 C -0.982 6.963 0.381
13 C -1.081 4.556 -0.358
14 C -0.911 3.180 -0.202
15 C -1.475 2.268 -1.309
16 O -1.717 0.962 -0.946
17 C -2.877 2.769 -1.800
18 F -3.471 1.825 -2.543
19 F -3.663 3.030 -0.758
20 F -2.827 3.873 -2.569
21 C -0.482 2.253 -2.501
22 F -0.230 3.445 -3.036
23 F 0.698 1.752 -2.050
24 F -0.881 1.440 -3.489
25 C 0.497 -0.042 3.156
26 C 1.334 -0.374 4.226
27 C -0.832 -0.814 2.999
28 O -1.426 -0.788 1.756
29 C -0.628 -2.334 3.359
30 F 0.561 -2.771 2.912
31 F -0.677 -2.576 4.681
32 F -1.562 -3.088 2.784
33 C -1.868 -0.182 3.972
34 F -1.423 -0.087 5.233
35 F -2.160 1.055 3.558
36 F -3.001 -0.893 3.995
37 H 4.254 0.514 5.746
38 H 3.817 -1.173 5.477
39 H 2.842 -0.176 6.549
40 H 3.911 1.722 3.692
41 H 2.457 2.366 1.813
42 H 0.305 3.297 2.949
43 H -0.097 5.671 2.645
44 H -0.632 7.548 1.231
45 H -2.038 7.196 0.231
46 H -0.444 7.308 -0.505
47 H -1.508 4.922 -1.282
48 H 1.024 -1.151 4.913
49 S 2.683 -0.120 -0.310
50 C 2.893 -1.164 -1.579
51 N 3.781 -0.936 -2.547
52 C 3.883 -1.870 -3.665
53 C 2.489 -2.224 -4.102
54 N 1.805 -2.840 -2.967
55 C 0.776 -3.829 -3.314
56 C -0.292 -3.207 -4.185
57 C -0.518 -3.657 -5.478
58 C -1.502 -3.068 -6.265
59 C -2.260 -2.022 -5.763
60 C -2.041 -1.565 -4.467
61 C -1.061 -2.158 -3.689
62 C 2.031 -2.433 -1.710
63 S 1.436 -3.160 -0.355
64 C 4.629 0.260 -2.520
65 C 5.745 0.178 -1.503
66 C 6.497 -0.981 -1.356
67 C 7.531 -1.037 -0.433
68 C 7.825 0.073 0.347
69 C 7.076 1.233 0.205
70 C 6.037 1.282 -0.713
71 H 4.424 -2.771 -3.360
72 H 4.440 -1.393 -4.467
73 H 2.513 -2.951 -4.914
74 H 1.946 -1.342 -4.454
75 H 0.364 -4.208 -2.382
76 H 1.257 -4.659 -3.835
77 H 0.072 -4.478 -5.872
78 H -1.673 -3.427 -7.272
79 H -3.024 -1.562 -6.376
80 H -2.627 -0.750 -4.063
81 H -0.895 -1.805 -2.678
82 H 3.994 1.118 -2.301
83 H 5.032 0.379 -3.526
84 H 6.272 -1.856 -1.957
85 H 8.106 -1.947 -0.322
86 H 8.629 0.031 1.070
87 H 7.291 2.098 0.820
88 H 5.432 2.177 -0.803

Properties
highest occupied orbital energy: -7.28 eV
HOMO-LUMO gap: 0.2270 hartree
energy above the lowest of the compared OMol25 structures with the same formula, charge and spin: 0.000 eV

Löwdin atomic charge list, values in e, 4 entries: Bi 1.820; C -0.045; C -0.250; C -0.026

[4]
Below is one molecule with the formula C18H24IN3O2S at a distorted geometry, with properties calculated with the ωB97M-V functional and the def2-TZVPD basis.

Atoms and positions in Å:
1 N 0.456 -1.632 -0.630
2 C 1.057 -1.330 0.718
3 C 0.354 -2.170 1.844
4 O -0.893 -2.218 1.898
5 N 0.946 -2.606 3.047
6 C 0.183 -3.521 3.935
7 C 1.174 -4.093 5.005
8 S 2.795 -3.147 4.888
9 C 2.412 -2.421 3.262
10 C 1.108 0.142 1.039
11 C -0.321 0.689 1.025
12 C -0.482 2.190 1.032
13 C 0.307 2.764 -0.085
14 N -0.072 2.380 -1.476
15 C -1.308 2.783 -1.997
16 O -1.943 3.709 -1.546
17 C -1.777 2.029 -3.138
18 C -3.094 2.293 -3.675
19 C -3.655 1.589 -4.735
20 C -2.855 0.737 -5.406
21 I -3.560 -0.406 -7.204
22 C -1.549 0.460 -4.981
23 C -1.094 1.019 -3.764
24 C 1.754 2.477 0.121
25 C 1.980 0.913 0.060
26 H -0.525 -1.448 -0.608
27 H 0.616 -2.633 -0.972
28 H 2.020 -1.677 0.573
29 H -0.653 -2.998 4.369
30 H -0.158 -4.434 3.344
31 H 1.374 -5.184 4.716
32 H 0.841 -4.117 6.104
33 H 3.010 -2.973 2.494
34 H 2.767 -1.413 3.246
35 H 1.453 0.276 2.052
36 H -0.838 0.338 0.142
37 H -0.840 0.306 1.908
38 H 0.038 2.521 1.941
39 H -1.469 2.514 1.103
40 H 0.189 3.817 -0.074
41 H 0.351 1.597 -1.969
42 H -3.657 3.094 -3.379
43 H -4.656 1.801 -5.209
44 H -0.938 -0.232 -5.444
45 H -0.107 0.938 -3.404
46 H 2.160 3.009 -0.700
47 H 2.122 2.902 1.073
48 H 1.888 0.534 -0.949
49 H 3.091 0.833 0.407

Properties
highest occupied orbital energy: -9.02 eV
HOMO-LUMO gap: 0.3358 hartree
energy above the lowest of the compared OMol25 structures with the same formula, charge and spin: 0.000 eV
SMILES: N[C@H](C(=O)N1CCSC1)[C@H]1CC[C@@H](NC(=O)c2ccc(I)cc2)CC1

natural (NBO) atomic charge list, values in e, 4 entries: N -0.846; C -0.104; C 0.669; O -0.631

[5]
Below is C3H8N2O2 as an isolated structure at a distorted geometry, with properties calculated with the ωB97M-V functional and the def2-TZVPD basis.

Atoms and positions in Å:
1 C 1.516 0.934 1.995
2 N 0.979 -0.208 -1.417
3 C 1.504 0.245 -0.307
4 N 0.859 0.437 0.799
5 H 0.830 1.579 2.541
6 H 2.387 1.531 1.720
7 H 1.753 0.110 2.669
8 H -0.064 -0.363 -1.493
9 H 1.576 -0.195 -2.222
10 H 2.553 0.533 -0.319
11 H -0.177 0.106 0.833
12 O -1.326 -0.667 -1.504
13 C -2.003 -0.602 -0.460
14 O -1.596 -0.361 0.708
15 H -3.090 -0.798 -0.505

Properties
highest occupied orbital energy: -9.41 eV
HOMO-LUMO gap: 0.3703 hartree
energy above the lowest of the compared OMol25 structures with the same formula, charge and spin: 0.888 eV

natural (NBO) atomic charge list, values in e, 4 entries: C -0.408; N -0.748; C 0.371; N -0.560

[6]
Below is C35H60AsN6O5Si3Zr as an isolated structure at a distorted geometry, with properties calculated with the ωB97M-V functional and the def2-TZVPD basis.

Atoms and positions in Å:
1 Zr 0.566 0.304 -0.503
2 O 0.209 3.506 3.081
3 C 0.448 2.635 2.125
4 O -0.410 2.083 1.455
5 C 1.892 2.381 1.876
6 C 2.933 2.952 2.590
7 C 4.237 2.701 2.170
8 C 4.448 1.951 1.021
9 C 3.335 1.455 0.356
10 N 2.094 1.618 0.799
11 C 3.373 0.771 -0.982
12 O 4.326 0.220 -1.437
13 O 2.151 0.885 -1.570
14 H -0.749 3.688 3.127
15 H 2.726 3.594 3.433
16 H 5.072 3.125 2.710
17 H 5.435 1.776 0.619
18 C -2.991 3.990 1.748
19 C -3.957 3.465 0.690
20 N -4.258 4.424 -0.356
21 C -5.493 5.226 -0.218
22 C -5.279 6.534 0.523
23 C -3.453 4.762 -1.388
24 O -3.740 5.666 -2.148
25 C -2.152 4.007 -1.712
26 C -1.496 4.474 -2.854
27 C -0.297 3.905 -3.238
28 C 0.217 2.865 -2.491
29 N -0.394 2.380 -1.394
30 C -1.557 2.964 -1.024
31 H -2.771 3.205 2.476
32 H -3.426 4.832 2.280
33 H -2.058 4.334 1.294
34 H -4.908 3.224 1.169
35 H -3.610 2.522 0.249
36 H -6.217 4.593 0.299
37 H -5.870 5.416 -1.221
38 H -4.959 6.374 1.551
39 H -6.212 7.095 0.555
40 H -4.539 7.147 0.011
41 H -1.949 5.287 -3.403
42 H 0.241 4.264 -4.102
43 H 1.159 2.406 -2.766
44 H -1.985 2.581 -0.113
45 C 4.572 -3.729 0.469
46 Si 4.021 -3.376 -1.268
47 C 5.369 -2.538 -2.217
48 C 3.378 -4.819 -2.248
49 As 1.825 -2.019 -0.809
50 Si 1.427 -1.585 -3.232
51 C 0.035 -0.304 -3.444
52 C 2.896 -0.826 -4.073
53 C 0.985 -3.188 -4.087
54 Si 0.734 -3.734 0.570
55 C 1.480 -3.332 2.254
56 C 1.120 -5.491 0.091
57 C -1.132 -3.653 0.665
58 H 5.593 -4.113 0.416
59 H 3.972 -4.479 0.970
60 H 4.595 -2.827 1.078
61 H 6.243 -3.168 -2.021
62 H 5.614 -1.531 -1.904
63 H 5.203 -2.565 -3.291
64 H 4.021 -5.673 -2.021
65 H 3.483 -4.616 -3.311
66 H 2.354 -5.123 -2.048
67 H -0.307 0.284 -2.579
68 H -0.878 -0.749 -3.826
69 H 0.392 0.443 -4.154
70 H 2.983 0.239 -3.875
71 H 2.691 -0.967 -5.139
72 H 3.857 -1.282 -3.855
73 H 0.556 -3.972 -3.471
74 H 1.882 -3.589 -4.551
75 H 0.286 -2.972 -4.895
76 H 2.159 -4.123 2.558
77 H 0.685 -3.302 2.998
78 H 2.026 -2.389 2.309
79 H 2.173 -5.750 0.092
80 H 0.686 -5.809 -0.853
81 H 0.643 -6.078 0.880
82 H -1.568 -2.672 0.819
83 H -1.383 -4.273 1.527
84 H -1.602 -4.123 -0.194
85 C -1.859 -2.670 -2.234
86 C -2.288 -1.549 -1.365
87 N -1.540 -0.692 -0.657
88 C -2.449 0.051 0.095
89 C -3.715 -0.335 -0.187
90 N -3.585 -1.347 -1.100
91 H -0.804 -2.882 -2.073
92 H -2.028 -2.461 -3.288
93 H -2.433 -3.562 -1.984
94 H -2.126 0.787 0.808
95 H -4.668 -0.009 0.181
96 H -4.342 -1.879 -1.505
97 C -1.390 -2.230 4.142
98 C -0.688 -0.869 4.071
99 C 0.510 -0.803 5.026
100 C -1.689 0.259 4.366
101 C -0.179 -0.657 2.700
102 N 0.215 -0.497 1.630
103 H -1.777 -2.351 5.152
104 H -0.707 -3.054 3.948
105 H -2.227 -2.285 3.447
106 H 0.140 -0.963 6.037
107 H 0.994 0.173 4.992
108 H 1.248 -1.573 4.804
109 H -2.036 0.135 5.390
110 H -2.556 0.212 3.706
111 H -1.226 1.238 4.281

Properties
net charge: +3
highest occupied orbital energy: -15.56 eV
HOMO-LUMO gap: 0.2427 hartree

Löwdin atomic charge list, values in e, 4 entries: Zr 1.583; O 0.188; C -0.434; O -0.004

[7]
Below is C17H22CoN6Se as an isolated structure, with properties calculated with the ωB97M-V functional and the def2-TZVPD basis.

Atoms and positions in Å:
1 Co -0.156 -0.708 0.046
2 C -1.229 -2.877 1.279
3 C -1.322 -1.856 2.384
4 N -0.428 -0.704 2.004
5 C -1.006 0.617 2.426
6 C -1.638 1.280 1.229
7 C -2.399 2.429 1.259
8 C -2.790 3.002 0.051
9 C -2.374 2.449 -1.159
10 C -1.613 1.301 -1.132
11 C -0.948 0.662 -2.325
12 N -0.392 -0.672 -1.915
13 C -1.297 -1.805 -2.325
14 C -1.221 -2.852 -1.244
15 N -1.448 -2.112 0.025
16 N -1.312 0.721 0.047
17 H -1.948 -3.692 1.376
18 H -0.230 -3.320 1.230
19 H -1.044 -2.260 3.356
20 H -2.341 -1.475 2.465
21 H 0.474 -0.825 2.463
22 H -0.212 1.251 2.825
23 H -1.727 0.472 3.231
24 H -2.672 2.879 2.205
25 H -3.391 3.902 0.052
26 H -2.626 2.915 -2.102
27 H -0.136 1.299 -2.681
28 H -1.643 0.541 -3.156
29 H 0.514 -0.798 -2.363
30 H -1.017 -2.189 -3.305
31 H -2.311 -1.410 -2.404
32 H -0.226 -3.301 -1.195
33 H -1.946 -3.658 -1.366
34 H -2.383 -1.699 0.026
35 Se 2.883 -2.285 0.182
36 N 1.830 -0.796 0.068
37 C 2.635 0.268 -0.032
38 C 2.244 1.631 -0.141
39 C 3.222 2.573 -0.234
40 C 4.623 2.250 -0.224
41 C 5.040 0.971 -0.119
42 C 4.049 -0.064 -0.020
43 N 4.345 -1.339 0.083
44 H 1.200 1.923 -0.144
45 H 2.943 3.616 -0.316
46 H 5.340 3.055 -0.300
47 H 6.085 0.693 -0.107

Properties
net charge: +3
highest occupied orbital energy (spin up / spin down): -17.89 / -17.89 eV
HOMO-LUMO gap (spin up / spin down): 0.2179 / 0.2180 hartree

natural (NBO) atomic charge list, values in e, 4 entries: Co 1.239; C -0.254; C -0.248; N -0.577

[8]
Below is one molecule with the formula C8H8 at a distorted geometry, with properties calculated with the ωB97M-V functional and the def2-TZVPD basis.

Atoms and positions in Å:
1 C 2.247 0.652 -0.160
2 C 0.991 -0.057 0.032
3 C 0.572 -1.255 0.343
4 C -1.005 -0.913 0.516
5 C -1.887 -0.849 -0.814
6 C -1.394 0.343 -1.168
7 C -0.465 0.565 0.010
8 C -1.128 0.393 1.268
9 H 2.060 1.647 -0.561
10 H 2.709 0.825 0.766
11 H 2.933 0.189 -0.855
12 H 1.019 -2.149 0.424
13 H -2.509 -1.499 -1.475
14 H -1.589 1.038 -1.997
15 H -2.152 0.791 1.578
16 H -0.401 0.280 2.092

Properties
highest occupied orbital energy: -7.95 eV
HOMO-LUMO gap: 0.3320 hartree
energy above the lowest of the compared OMol25 structures with the same formula, charge and spin: 5.259 eV
SMILES: CC1=C[C@]23C=C[C@]12C3

natural (NBO) atomic charge list, values in e, 4 entries: C -0.660; C 0.032; C -0.172; C -0.084